[1]
{"formula": "C24H64AlF6O8P", "method": "wB97M-V/def2-TZVPD", "s_squared": 0.754, "total_charge": 1, "spin_multiplicity": 2, "e_lumo_ev": [-1.9944, -8.4498], "total_energy_ha": -2737.548766, "species": ["Al", "P", "F", "F", "F", "F", "F", "F", "C", "C", "C", "O", "H", "H", "H", "H", "H", "H", "H", "H", "C", "C", "C", "O", "H", "H", "H", "H", "H", "H", "H", "H", "C", "C", "C", "O", "H", "H", "H", "H", "H", "H", "H", "H", "C", "C", "C", "O", "H", "H", "H", "H", "H", "H", "H", "H", "C", "C", "C", "O", "H", "H", "H", "H", "H", "H", "H", "H", "C", "C", "C", "O", "H", "H", "H", "H", "H", "H", "H", "H", "C", "C", "C", "O", "H", "H", "H", "H", "H", "H", "H", "H", "C", "C", "C", "O", "H", "H", "H", "H", "H", "H", "H", "H"], "xyz": [[-1.522, 1.118, -3.799], [0.213, 0.894, -0.366], [1.122, -0.413, -0.036], [-0.487, 0.625, 1.077], [1.338, 1.903, 0.222], [-0.855, 2.096, -0.764], [0.761, 1.066, -1.866], [-0.946, 0.026, -1.106], [-0.252, 3.501, 2.905], [1.171, 3.360, 3.287], [1.471, 3.629, 4.756], [1.629, 2.089, 2.909], [-0.848, 2.801, 3.491], [-0.335, 3.199, 1.862], [-0.689, 4.499, 2.933], [1.727, 4.078, 2.684], [1.066, 2.906, 5.464], [1.207, 4.650, 5.032], [2.552, 3.547, 4.870], [1.347, 2.035, 1.993], [-3.984, -2.577, -1.139], [-2.939, -2.377, -2.192], [-2.985, -3.661, -2.997], [-3.227, -1.254, -2.921], [-3.705, -3.446, -0.543], [-4.948, -2.762, -1.614], [-4.133, -1.755, -0.439], [-1.967, -2.258, -1.714], [-3.973, -4.105, -3.120], [-2.313, -4.418, -2.591], [-2.580, -3.349, -3.960], [-4.120, -1.388, -3.245], [-3.974, 1.997, 0.738], [-4.071, 1.205, -0.587], [-5.487, 0.770, -0.855], [-3.471, 1.923, -1.605], [-3.911, 1.314, 1.585], [-4.840, 2.635, 0.911], [-3.040, 2.557, 0.769], [-3.346, 0.399, -0.472], [-5.762, 0.040, -0.093], [-5.534, 0.226, -1.798], [-6.198, 1.595, -0.902], [-3.854, 2.803, -1.575], [-1.521, -2.407, 1.935], [-2.219, -3.434, 2.845], [-2.748, -2.800, 4.187], [-3.281, -4.071, 2.177], [-2.316, -1.906, 1.383], [-0.800, -2.886, 1.272], [-0.970, -1.689, 2.542], [-1.545, -4.225, 3.176], [-3.293, -1.884, 3.958], [-1.915, -2.518, 4.832], [-3.339, -3.537, 4.730], [-2.936, -4.250, 1.299], [1.287, 5.443, -3.815], [0.676, 4.455, -2.895], [0.417, 5.176, -1.595], [-0.543, 4.025, -3.439], [1.717, 4.934, -4.677], [2.058, 6.067, -3.362], [0.547, 6.168, -4.155], [1.339, 3.599, -2.764], [1.387, 5.435, -1.170], [-0.230, 4.572, -0.959], [-0.086, 6.116, -1.823], [-1.132, 4.764, -3.607], [4.614, 0.389, 1.675], [4.896, 0.933, 2.955], [5.079, 2.430, 2.975], [3.821, 0.740, 3.821], [4.501, -0.695, 1.688], [5.423, 0.533, 0.959], [3.631, 0.715, 1.334], [5.767, 0.468, 3.416], [5.196, 2.783, 4.000], [4.240, 2.987, 2.560], [5.968, 2.702, 2.406], [3.071, 1.156, 3.390], [0.626, -3.614, -2.771], [0.996, -2.236, -3.225], [1.965, -2.264, -4.441], [-0.148, -1.638, -3.654], [1.532, -4.067, -2.367], [0.378, -4.232, -3.634], [-0.159, -3.578, -2.016], [1.540, -1.719, -2.434], [1.625, -2.884, -5.271], [2.916, -2.689, -4.121], [2.122, -1.268, -4.855], [-0.376, -2.196, -4.401], [2.572, -3.297, 1.853], [2.441, -3.596, 0.310], [3.320, -2.609, -0.438], [2.998, -4.867, 0.039], [1.884, -3.942, 2.399], [2.241, -2.270, 2.012], [3.593, -3.382, 2.225], [1.406, -3.533, -0.027], [3.225, -2.803, -1.507], [4.374, -2.770, -0.216], [2.992, -1.575, -0.330], [3.870, -4.983, 0.424]], "mulliken_spin": [0.000, 0.000, 0.002, 0.000, -0.001, 0.000, 0.000, 0.000, 0.003, 0.000, -0.002, 0.018, 0.000, 0.000, 0.000, 0.003, 0.000, 0.000, 0.002, -0.001, 0.000, 0.000, 0.000, 0.000, 0.000, 0.000, 0.000, 0.000, 0.000, 0.000, 0.000, 0.000, 0.000, 0.000, 0.000, 0.000, 0.000, 0.000, 0.000, 0.000, 0.000, 0.000, 0.000, 0.000, 0.000, 0.000, 0.000, 0.000, 0.000, 0.000, 0.000, 0.000, 0.000, 0.000, 0.000, 0.000, 0.000, 0.000, 0.000, 0.000, 0.000, 0.000, 0.000, 0.000, 0.000, 0.000, 0.000, 0.000, 0.076, -0.014, 0.165, 0.746, -0.005, 0.000, 0.008, -0.002, -0.002, -0.006, 0.019, -0.007, 0.000, 0.000, 0.000, 0.000, 0.000, 0.000, 0.000, 0.000, 0.000, 0.000, 0.000, 0.000, 0.000, 0.000, 0.001, 0.000, 0.000, 0.000, 0.000, 0.000, 0.000, 0.000, -0.001, 0.000]}



[2]
{"formula": "C22H18FeN6O2SbSe4", "method": "wB97M-V/def2-TZVPD", "e_above_lowest_kj_mol": 0.0, "s_squared": 0.757, "total_charge": -2, "spin_multiplicity": 2, "e_lumo_ev": [3.6428, 3.6326], "total_energy_ha": -12438.034090, "species": ["Fe", "C", "C", "C", "C", "C", "C", "N", "C", "C", "C", "C", "C", "C", "N", "N", "C", "C", "C", "C", "C", "N", "H", "H", "H", "H", "H", "H", "H", "H", "H", "H", "H", "H", "H", "Se", "Sb", "Se", "Se", "Se", "C", "N", "C", "C", "C", "O", "N", "C", "O", "H", "H", "H", "H", "H"], "xyz": [[0.177, 0.113, -0.004], [-1.122, 0.051, -5.432], [-1.838, -0.718, -4.525], [-1.828, -0.408, -3.173], [-1.096, 0.683, -2.706], [-0.377, 1.452, -3.623], [-0.391, 1.139, -4.973], [-1.043, 0.971, -1.332], [-1.490, 2.131, -0.877], [-2.319, 3.062, -1.574], [-2.752, 4.205, -0.955], [-2.402, 4.528, 0.370], [-1.591, 3.667, 1.072], [-1.136, 2.498, 0.463], [-0.271, 1.594, 1.040], [0.210, 1.788, 2.205], [1.109, 0.771, 2.523], [1.764, 0.793, 3.752], [2.684, -0.199, 4.024], [2.938, -1.177, 3.073], [2.236, -1.141, 1.881], [1.332, -0.201, 1.622], [-1.125, -0.200, -6.487], [-2.410, -1.572, -4.867], [-2.386, -1.003, -2.463], [0.211, 2.280, -3.243], [0.186, 1.739, -5.668], [-2.622, 2.843, -2.589], [-3.397, 4.880, -1.510], [-2.768, 5.435, 0.834], [-1.292, 3.878, 2.091], [1.532, 1.585, 4.450], [3.205, -0.207, 4.974], [3.660, -1.963, 3.244], [2.387, -1.867, 1.091], [-5.696, -3.507, 0.576], [-4.140, -2.609, 2.147], [-1.441, -1.711, 0.563], [0.222, -2.166, -0.876], [-3.616, -4.261, 3.802], [5.926, -0.385, -3.941], [4.817, 0.017, -3.103], [4.394, 1.315, -3.115], [3.377, 1.723, -2.345], [2.704, 0.722, -1.524], [1.708, 1.117, -0.850], [3.154, -0.537, -1.491], [4.220, -0.931, -2.229], [4.699, -2.061, -2.200], [5.754, -0.068, -4.972], [5.997, -1.467, -3.895], [6.869, 0.043, -3.589], [4.932, 1.976, -3.784], [3.025, 2.744, -2.347]], "nbo_charge": [0.669, -0.256, -0.223, -0.173, 0.155, -0.247, -0.208, -0.575, 0.219, -0.280, -0.177, -0.314, -0.166, 0.047, -0.102, -0.297, 0.337, -0.253, -0.169, -0.282, 0.093, -0.446, 0.194, 0.205, 0.232, 0.219, 0.194, 0.217, 0.194, 0.196, 0.221, 0.220, 0.203, 0.214, 0.237, -0.842, 0.686, -0.155, -0.123, -0.850, -0.409, -0.445, 0.051, -0.368, 0.615, -0.705, -0.634, 0.756, -0.691, 0.181, 0.254, 0.177, 0.186, 0.219]}



[3]
{"formula": "C18H17BrInNO14P", "method": "wB97M-V/def2-TZVPD", "total_charge": -1, "spin_multiplicity": 1, "e_lumo_ev": -0.1593, "total_energy_ha": -4909.866167, "species": ["N", "P", "O", "O", "In", "Br", "H", "H", "H", "H", "H", "C", "C", "C", "O", "C", "C", "C", "O", "O", "O", "H", "H", "H", "H", "C", "C", "C", "O", "C", "C", "C", "O", "O", "O", "H", "H", "H", "H", "C", "C", "C", "O", "C", "C", "C", "O", "O", "O", "H", "H", "H", "H"], "xyz": [[2.267, -0.611, 3.755], [1.763, -1.282, 2.440], [1.878, -0.292, 1.147], [0.151, -1.457, 2.466], [2.863, -3.502, 1.786], [4.990, -2.937, 0.374], [1.524, -0.449, 4.426], [2.812, -0.261, 0.904], [-0.120, -2.206, 1.924], [1.848, -4.518, 0.772], [3.302, -4.328, 3.258], [-2.484, -0.272, 0.613], [-3.547, 0.513, 0.825], [-4.903, -0.038, 1.199], [-5.797, 0.777, 1.367], [-5.068, -1.468, 1.331], [-4.006, -2.259, 1.119], [-2.647, -1.701, 0.744], [-1.763, -2.519, 0.567], [-4.024, -3.576, 1.205], [-3.538, 1.839, 0.727], [-1.508, 0.110, 0.348], [-6.042, -1.852, 1.598], [-3.110, -3.874, 1.009], [-4.441, 2.125, 0.974], [7.222, 2.140, 3.016], [6.253, 1.210, 3.104], [5.501, 0.708, 1.887], [4.687, -0.156, 2.119], [5.805, 1.280, 0.587], [6.766, 2.207, 0.512], [7.539, 2.685, 1.722], [8.398, 3.532, 1.512], [7.154, 2.799, -0.614], [5.841, 0.655, 4.221], [7.764, 2.507, 3.876], [5.267, 0.914, -0.276], [7.871, 3.410, -0.349], [5.089, 0.060, 3.981], [-3.395, -0.333, -4.220], [-4.159, -0.357, -5.322], [-5.205, 0.701, -5.612], [-5.828, 0.572, -6.653], [-5.400, 1.772, -4.663], [-4.638, 1.797, -3.558], [-3.583, 0.745, -3.275], [-2.963, 0.893, -2.240], [-4.717, 2.715, -2.613], [-4.084, -1.286, -6.260], [-2.644, -1.081, -4.006], [-6.154, 2.516, -4.874], [-4.041, 2.476, -1.941], [-4.749, -1.043, -6.936]], "nbo_charge": [-1.421, 1.754, -1.027, -1.019, 0.605, -0.600, 0.367, 0.503, 0.506, -0.336, -0.322, -0.388, 0.383, 0.464, -0.563, -0.408, 0.343, 0.483, -0.552, -0.628, -0.655, 0.269, 0.239, 0.513, 0.503, -0.429, 0.365, 0.474, -0.505, -0.379, 0.314, 0.476, -0.584, -0.641, -0.624, 0.235, 0.248, 0.504, 0.538, -0.396, 0.332, 0.476, -0.556, -0.409, 0.345, 0.473, -0.535, -0.627, -0.626, 0.252, 0.242, 0.516, 0.508]}



no.,F_max (eV Å⁻¹),molecular weight (g mol⁻¹)
1,3.892,652.712
2,0.589,891.871
3,0.650,697.023